Version w
Below is an isolated molecule of C2H2OS2, with properties calculated with the ωB97M-V functional and the def2-TZVPD basis.

Positions of all 7 atoms, in Å:
S -1.87423 -0.24005 -0.06611
S 0.82479 1.31140 0.03529
O 1.90688 -1.25591 -0.22338
C 0.62543 -1.20929 0.27407
C -0.27708 0.03984 -0.01439
H -0.46037 2.04233 0.06825
H -0.09384 -2.11992 0.65382

Calculated values
HOMO energy ... -0.3512 Ha

Version x
Below is an isolated molecule of C2H2OS2, with properties calculated with the ωB97M-V functional and the def2-TZVPD basis.

Positions of all 7 atoms, in Å:
S 1.98310 -0.23965 -0.79997
S 1.72772 -1.58993 0.92951
O -0.00604 0.87087 0.72948
C 0.22876 -0.30014 0.28949
C -0.99349 0.21689 -0.24369
H -0.92950 0.85602 -1.12931
H -2.01055 0.18594 0.22449

Calculated values
HOMO energy ... -0.3070 Ha

Most stable structure - version w; separation to the second - 1.269 eV.

Version w
Below is a cluster of 2 separate species, C6H11NO5 in total, with properties calculated with the ωB97M-V functional and the def2-TZVPD basis.

Positions of all 23 atoms, in Å:
O -1.13842 2.42559 0.02501
O 2.17826 -0.28286 -1.93473
O 4.29550 -0.50813 -3.58253
O -1.58730 0.15472 0.15853
O 2.23028 -0.60522 -0.58184
N 3.84421 0.23809 -2.78784
C 1.07269 -0.00346 0.15115
C -2.96824 1.64803 1.37429
C -0.58887 -1.79900 -0.73105
C 1.36357 -0.58995 1.50511
C -0.29889 -0.31824 -0.59927
C -1.79600 1.48022 0.43453
H -2.70248 2.32198 2.20220
H -3.35566 0.70998 1.79227
H -0.23963 0.27112 -1.55338
H -1.60204 -1.88707 -1.15339
H -0.53583 -2.21133 0.29872
H -3.79245 2.18049 0.87894
H 2.34334 -0.18742 1.83265
H 1.20368 1.09043 0.10069
H 0.13680 -2.19407 -1.43034
H 1.32817 -1.68990 1.38454
H 0.60931 -0.24401 2.21574

Calculated values
HOMO energy (spin up / spin down) ... -0.3525 / -0.3227 Ha

Version x
Below is a cluster of 2 separate species, C6H11NO5 in total, with properties calculated with the ωB97M-V functional and the def2-TZVPD basis.

Positions of all 23 atoms, in Å:
O 5.16426 2.23741 -1.52164
O 1.60824 0.94036 -0.24266
O 2.97937 1.22231 -0.17607
O -0.84661 0.52844 0.09390
O -2.65092 -0.68796 -0.47725
N 4.10835 2.42298 -1.04637
C 1.35041 -0.13277 0.66603
C -0.01566 -0.69444 0.27363
C -2.15220 0.39126 -0.22153
C -2.81126 1.73610 -0.20226
C 0.22148 -1.44849 -1.01149
C -0.50495 -1.64415 1.35164
H 0.55698 -0.75779 -1.80494
H -2.13468 2.54614 0.08805
H -3.64892 1.69752 0.50188
H -0.71342 -1.93829 -1.31588
H 2.19848 -0.84930 0.63923
H -1.47475 -2.05064 1.06396
H 1.30250 0.33301 1.65110
H 0.21888 -2.46566 1.44038
H -0.54982 -1.11155 2.30296
H 1.00229 -2.20549 -0.84725
H -3.20805 1.93100 -1.20541

Calculated values
HOMO energy (spin up / spin down) ... -0.3208 / -0.3211 Ha

Most stable structure - version w; separation to the second - 0.371 eV.

Version w
Below is a structure of composition C2H7NO4, with properties calculated with the ωB97M-V functional and the def2-TZVPD basis.

Positions of all 14 atoms, in Å:
O 1.34322 0.32443 1.20562
O 1.65784 -1.93226 -0.43958
O -2.16032 -0.16539 0.60459
O 0.76763 -0.94026 -1.00101
N -0.83328 -0.66275 0.68786
C 0.05831 1.51032 -0.47634
C 0.47845 0.34762 0.36919
H 2.36666 -1.37821 -0.07027
H -2.36159 -0.15007 -0.34199
H -0.48428 -1.30926 -0.13540
H -0.46239 1.19521 -1.37989
H 0.95169 2.06598 -0.75032
H -0.72421 -1.06310 1.61840
H -0.59772 2.15774 0.10915

Calculated values
HOMO energy ... -0.3321 Ha

Version x
Below is a cluster of 3 separate species, C2H7NO4 in total, with properties calculated with the ωB97M-V functional and the def2-TZVPD basis.

Positions of all 14 atoms, in Å:
O 0.03941 -3.22596 -0.75627
O -1.86461 1.52168 -0.32463
O 1.14895 1.87614 1.00606
O 2.41920 -1.78617 0.18370
N 0.31482 -0.99996 -0.26886
C 1.53676 -1.01457 0.43384
C -0.28538 -2.08984 -0.91909
H -0.18160 -0.12510 -0.11486
H 1.51474 -0.22936 1.20391
H -1.04085 -1.76349 -1.63305
H -2.43735 2.10605 0.18874
H -2.53090 1.20574 -0.96856
H 0.79567 2.44465 1.69048
H 0.57114 2.08018 0.27859

Calculated values
HOMO energy ... -0.3528 Ha

Most stable structure - version x; separation to the second - 5.594 eV.